Model 1:
Below is C5H14N2O in the gas phase, with properties calculated with ωB97M-V with the def2-TZVPD basis set.

Atoms and positions in Å:
1 C -1.33 0.91 0.21
2 C 0.04 0.28 0.02
3 C 0.23 -0.72 -1.17
4 C -0.87 -1.77 -1.25
5 N -1.49 -2.28 -0.01
6 N 1.23 1.26 -0.19
7 C 1.90 1.34 1.10
8 O 1.12 1.90 2.15
9 H -1.88 1.08 -0.72
10 H -1.83 0.37 0.99
11 H -1.13 1.97 0.56
12 H 0.17 -0.32 0.94
13 H 0.64 -0.38 -2.13
14 H 1.11 -1.31 -0.99
15 H -0.45 -2.71 -1.70
16 H -1.62 -1.52 -2.03
17 H -2.50 -2.29 -0.07
18 H -1.34 -1.62 0.73
19 H 1.91 0.77 -0.79
20 H 2.30 0.40 1.48
21 H 2.86 1.82 0.93
22 H 0.93 2.82 1.95

Calculated values
E_LUMO = 0.93 eV
Orbital gap = 10.14 eV
Structure (SMILES) = C[C@@H](CCN)NCO
Spin multiplicity = 1
HOMO = -9.21 eV


Model 2:
Below is 2 unconnected molecules or ions with the total composition C5H14N2O, with properties calculated with ωB97M-V with the def2-TZVPD basis set.

Atoms and positions in Å:
1 N -2.65 0.96 1.41
2 C -1.44 0.41 0.78
3 C -1.42 -1.11 0.60
4 C -0.29 -1.72 -0.07
5 C 0.65 -2.39 0.60
6 C -1.37 1.35 -0.52
7 N 0.02 1.67 -0.69
8 H -2.94 0.71 2.34
9 H -3.47 1.17 0.84
10 H -0.56 0.56 1.44
11 H -2.39 -1.23 0.09
12 H -1.52 -1.47 1.62
13 H -0.44 -1.73 -1.17
14 H 0.63 -2.24 1.67
15 H 1.42 -3.00 0.13
16 H -2.17 2.07 -0.48
17 H -1.66 0.79 -1.44
18 H 0.19 2.14 -1.56
19 H 0.56 1.95 0.11
20 H 6.24 0.58 -1.76
21 H 5.05 0.13 -2.51
22 O 5.34 0.27 -1.60

Calculated values
E_LUMO = 0.95 eV
Orbital gap = 9.47 eV
Structure (SMILES) = C=CC[C@H](N)CN.O
Spin multiplicity = 1
HOMO = -8.52 eV


Model 3:
Below is a molecular structure, C5H14N2O, with properties calculated with ωB97M-V with the def2-TZVPD basis set.

Atoms and positions in Å:
1 C 0.84 0.50 -0.30
2 C 0.08 -0.50 0.34
3 C 1.76 -1.15 -0.98
4 C -1.43 1.24 2.24
5 C 1.02 -1.96 -2.03
6 N -1.07 0.94 0.87
7 N -2.16 1.02 -0.04
8 O 1.75 1.19 0.44
9 H 1.72 2.12 0.18
10 H 0.48 0.95 -1.22
11 H -2.51 1.98 -0.10
12 H -2.95 0.45 0.28
13 H -0.67 -1.02 -0.23
14 H 0.45 -0.90 1.27
15 H 2.25 -1.77 -0.22
16 H 2.55 -0.54 -1.43
17 H -0.54 1.18 2.88
18 H -2.19 0.54 2.64
19 H -1.85 2.26 2.34
20 H 0.39 -1.31 -2.65
21 H 1.71 -2.48 -2.69
22 H 0.37 -2.71 -1.57

Calculated values
E_LUMO = 0.88 eV
Orbital gap = 8.37 eV
Spin multiplicity = 1
HOMO = -7.49 eV


Model 4:
Below is C5H14N2O in the gas phase, with properties calculated with ωB97M-V with the def2-TZVPD basis set.

Atoms and positions in Å:
1 C 0.65 -0.35 2.36
2 O 1.97 -0.85 2.06
3 C -0.46 -0.53 1.27
4 C -0.61 0.87 0.36
5 C 0.10 1.08 -0.96
6 C -0.99 0.91 -2.00
7 N -0.71 0.79 -3.45
8 N -0.16 -1.70 0.42
9 H 0.46 -0.91 3.25
10 H 0.93 0.70 2.71
11 H 2.04 -1.72 1.63
12 H -1.49 -0.63 1.67
13 H -1.78 1.15 0.45
14 H -0.13 1.59 1.19
15 H 0.62 2.10 -1.14
16 H 0.94 0.39 -1.22
17 H -1.78 1.77 -1.83
18 H -1.54 0.01 -1.72
19 H 0.14 1.20 -3.73
20 H -0.85 -0.16 -3.67
21 H -0.28 -2.58 0.93
22 H 0.80 -1.71 0.08

Calculated values
E_LUMO = 0.75 eV
Orbital gap = 9.69 eV
Structure (SMILES) = NCCC[C@@H](N)CO
Spin multiplicity = 1
HOMO = -8.94 eV


Which one sits at the bottom of the stability order? model 3 does.


Model 1:
Below is C5H14N2O in the gas phase, with properties calculated with ωB97M-V with the def2-TZVPD basis set.

Atoms and positions in Å:
1 C 2.15 0.19 -1.70
2 N 1.53 -0.57 -0.60
3 C 0.32 -0.03 -0.03
4 C -0.26 -0.96 1.03
5 C -1.79 -1.06 1.05
6 N -2.26 -1.46 -0.30
7 C 0.55 1.42 0.58
8 O -0.26 2.42 0.01
9 H 3.20 0.36 -1.49
10 H 2.03 -0.39 -2.62
11 H 1.65 1.14 -1.91
12 H 2.24 -0.73 0.09
13 H -0.34 0.17 -0.88
14 H 0.18 -1.94 0.81
15 H 0.16 -0.74 2.02
16 H -2.06 -1.66 1.92
17 H -2.23 -0.07 1.23
18 H -1.48 -1.89 -0.79
19 H -3.07 -2.04 -0.18
20 H 0.46 1.40 1.67
21 H 1.59 1.71 0.39
22 H -1.11 2.41 0.41

Calculated values
E_LUMO = 0.99 eV
Orbital gap = 9.47 eV
Structure (SMILES) = CN[C@H](CO)CCN
Spin multiplicity = 1
HOMO = -8.48 eV


Model 2:
Below is 2 unconnected molecules or ions with the total composition C5H14N2O, with properties calculated with ωB97M-V with the def2-TZVPD basis set.

Atoms and positions in Å:
1 C -2.43 -0.99 1.51
2 C -1.43 -1.52 0.49
3 C -1.02 -0.45 -0.52
4 C -0.06 0.62 0.04
5 N 1.33 0.45 -0.40
6 C 2.07 -0.58 0.19
7 N 3.22 -0.96 -0.10
8 H -1.98 -0.12 2.02
9 H -3.35 -0.65 1.01
10 H -2.68 -1.74 2.26
11 H -1.90 -2.35 -0.05
12 H -0.56 -1.93 1.00
13 H -1.92 -0.03 -0.96
14 H -0.52 -0.93 -1.36
15 H -0.39 1.60 -0.30
16 H -0.08 0.58 1.12
17 H 1.38 0.52 -1.40
18 H 1.55 -1.03 1.03
19 H 3.65 -0.50 -0.90
20 H 1.90 3.01 -0.85
21 H 1.58 3.34 -2.36
22 O 1.64 3.69 -1.47

Calculated values
E_LUMO = 0.68 eV
Orbital gap = 10.04 eV
Structure (SMILES) = [H]/N=C\NCCCC.O
Spin multiplicity = 1
HOMO = -9.36 eV


Model 3:
Below is C5H14N2O in the gas phase, with properties calculated with ωB97M-V with the def2-TZVPD basis set.

Atoms and positions in Å:
1 C -0.99 1.31 0.85
2 N -1.01 -0.09 0.32
3 C -0.98 -0.12 -1.15
4 C -0.26 -1.38 -1.64
5 C 1.04 -1.62 -0.90
6 O 1.99 -0.62 -1.36
7 C 0.44 1.55 1.40
8 N 0.85 0.55 2.29
9 H -1.69 1.44 1.65
10 H -1.33 2.00 0.00
11 H -1.91 -0.64 0.63
12 H -0.46 0.79 -1.62
13 H -1.99 -0.16 -1.60
14 H -0.19 -1.33 -2.74
15 H -0.91 -2.26 -1.31
16 H 1.71 -2.48 -1.36
17 H 1.07 -1.63 0.21
18 H 0.58 2.49 1.94
19 H 1.02 1.82 0.51
20 H 0.31 0.39 3.18
21 H 1.07 -0.28 1.67
22 H 1.64 0.28 -0.98

Calculated values
E_LUMO = 0.92 eV
Orbital gap = 9.89 eV
Structure (SMILES) = NCCNCCCO
Spin multiplicity = 1
HOMO = -8.96 eV


Model 4:
Below is 3 unconnected molecules or ions with the total composition C5H14N2O, with properties calculated with ωB97M-V with the def2-TZVPD basis set.

Atoms and positions in Å:
1 C -0.68 -0.86 -1.44
2 C 2.25 0.56 -0.75
3 C -0.56 -1.89 -0.38
4 N -1.48 0.10 -1.32
5 O 2.56 -0.81 -0.79
6 H 2.10 -1.21 -1.53
7 H -0.03 -1.01 -2.32
8 H -1.49 0.77 -2.09
9 H -2.68 0.66 0.64
10 H 2.89 1.00 0.02
11 H 2.46 1.05 -1.70
12 H -0.60 -2.89 -0.82
13 H -1.35 -1.78 0.35
14 H 0.41 -1.79 0.11
15 C 0.13 1.11 2.06
16 C -0.99 1.41 1.42
17 N -2.18 0.73 1.52
18 H -2.09 -0.16 1.99
19 H -1.05 2.29 0.79
20 H 0.99 1.74 2.02
21 H 1.20 0.73 -0.47
22 H 0.20 0.24 2.69

Calculated values
E_LUMO = 0.80 eV
Orbital gap = 8.85 eV
Structure (SMILES) = [H]/N=C/C.C=CN.CO
Spin multiplicity = 1
HOMO = -8.05 eV


Which one sits at the bottom of the stability order? model 3 does.


Model 1:
Below is 2 unconnected molecules or ions with the total composition C5H14N2O, with properties calculated with ωB97M-V with the def2-TZVPD basis set.

Atoms and positions in Å:
1 C 1.74 -0.24 -1.34
2 C 0.45 -0.54 -0.53
3 C -0.70 0.43 -0.91
4 N -2.32 2.99 1.39
5 C -1.92 2.29 0.26
6 C -1.21 1.16 0.29
7 N 2.68 0.58 -0.53
8 H 1.50 0.46 -2.16
9 H 2.25 -1.00 -1.94
10 H 0.75 -0.35 0.49
11 H 0.18 -1.57 -0.74
12 H -0.36 1.12 -1.68
13 H -1.54 -0.09 -1.42
14 H -2.27 2.61 2.32
15 H -3.09 3.64 1.23
16 H -2.40 2.58 -0.68
17 H -0.96 0.76 1.27
18 H 2.97 1.42 -1.01
19 H 2.26 0.87 0.34
20 H -0.12 -5.75 1.60
21 H 1.41 -5.99 1.80
22 O 0.71 -5.38 1.98

Calculated values
E_LUMO = 1.00 eV
Orbital gap = 8.72 eV
Structure (SMILES) = N/C=C/CCCN.O
Spin multiplicity = 1
HOMO = -7.72 eV


Model 2:
Below is C5H14N2O in the gas phase, with properties calculated with ωB97M-V with the def2-TZVPD basis set.

Atoms and positions in Å:
1 C -0.94 0.70 -1.07
2 C -0.03 0.48 0.13
3 C -0.86 0.07 1.36
4 C -1.64 -1.26 1.16
5 O -1.79 1.10 1.74
6 N 0.96 -0.58 -0.05
7 C 2.18 -0.25 -0.73
8 N 2.12 -0.25 -2.20
9 H -0.91 -0.10 -1.82
10 H -0.73 1.60 -1.67
11 H -1.98 0.78 -0.82
12 H 0.48 1.38 0.44
13 H -0.20 -0.05 2.22
14 H -1.03 -2.07 1.55
15 H -2.59 -1.14 1.65
16 H -1.86 -1.45 0.11
17 H -1.84 1.80 1.09
18 H 0.53 -1.38 -0.50
19 H 2.52 0.74 -0.42
20 H 2.94 -0.97 -0.46
21 H 2.77 -0.83 -2.70
22 H 1.90 0.64 -2.62

Calculated values
E_LUMO = 0.92 eV
Orbital gap = 9.69 eV
Structure (SMILES) = C[C@H](O)[C@H](C)NCN
Spin multiplicity = 1
HOMO = -8.77 eV


Model 3:
Below is C5H14N2O in the gas phase, with properties calculated with ωB97M-V with the def2-TZVPD basis set.

Atoms and positions in Å:
1 C 0.22 0.44 0.56
2 N -0.44 -0.30 -0.51
3 C -0.92 0.38 -1.70
4 C -0.44 -0.37 -2.96
5 O -0.85 0.27 -4.14
6 C 0.43 -0.50 1.76
7 N 0.51 0.29 2.99
8 C 1.53 -0.09 3.93
9 H 1.19 0.72 0.13
10 H -0.27 1.36 0.88
11 H -1.11 -1.00 -0.24
12 H -0.56 1.40 -1.75
13 H -2.01 0.27 -1.78
14 H 0.65 -0.31 -2.97
15 H -0.73 -1.42 -2.88
16 H -1.71 -0.02 -4.46
17 H -0.38 -1.23 1.83
18 H 1.38 -0.97 1.60
19 H -0.36 0.43 3.45
20 H 2.48 -0.36 3.48
21 H 1.70 0.67 4.69
22 H 1.27 -0.97 4.57

Calculated values
E_LUMO = 0.96 eV
Orbital gap = 9.27 eV
Structure (SMILES) = CNCCNCCO
Spin multiplicity = 1
HOMO = -8.31 eV


Model 4:
Below is a molecular structure, C5H14N2O, with properties calculated with ωB97M-V with the def2-TZVPD basis set.

Atoms and positions in Å:
1 C -1.88 0.05 1.35
2 C -2.28 1.32 -0.71
3 N -1.54 0.27 -0.04
4 C -1.04 -0.76 -0.79
5 C -0.42 -1.88 -0.29
6 H -0.93 -0.53 -1.84
7 H -1.03 -0.39 1.87
8 H -2.09 1.01 1.82
9 H -2.13 2.27 -0.18
10 H -3.35 1.11 -0.75
11 H -1.91 1.44 -1.73
12 H -2.75 -0.60 1.47
13 H -0.05 -2.60 -1.00
14 H -0.70 -2.27 0.68
15 C 3.25 0.78 -0.36
16 N 2.87 -0.13 0.70
17 O 1.41 -0.96 0.20
18 H 1.02 -0.33 0.82
19 H 3.50 -0.93 0.70
20 H 3.34 0.30 -1.35
21 H 4.21 1.24 -0.12
22 H 2.51 1.58 -0.44

Calculated values
E_LUMO = 0.90 eV
Orbital gap = 7.93 eV
Spin multiplicity = 1
HOMO = -7.03 eV


Which one sits at the bottom of the stability order? model 4 does.